A | 11
Properties=species:S:1:pos:R:3:nbo_charge:R:1 method="wB97M-V/def2-TZVPD" gap_ev=9.2 homo_ev=-8.57 lumo_ev=0.65
C 0.552 0.568 -0.479 0.354
C -0.903 -0.225 1.160 0.989
N 1.792 0.376 -0.886 -0.778
O 0.267 -0.360 0.514 -0.551
O -0.965 -1.190 2.088 -0.673
O -1.750 0.589 0.959 -0.585
H -1.823 -1.141 2.534 0.505
H 2.177 1.007 -1.569 0.410
H 2.325 -0.458 -0.651 0.382
H -0.630 0.692 -1.558 0.045
H -1.043 0.142 -2.112 -0.100

=====

B | 11
Properties=species:S:1:pos:R:3:nbo_charge:R:1 method="wB97M-V/def2-TZVPD" gap_ev=9.6 homo_ev=-9.01 lumo_ev=0.59
C 0.317 -0.045 -0.161 0.582
C -1.449 0.690 -0.451 0.420
N 0.317 -0.124 1.217 -0.898
O 0.297 -1.285 -0.871 -0.728
O 1.775 0.464 -0.522 -0.760
O -1.652 1.832 -0.417 -0.480
H -2.216 -0.103 -0.204 0.126
H 0.366 0.753 1.797 0.405
H 0.836 -0.832 1.654 0.386
H 1.897 0.501 -1.534 0.473
H -0.487 -1.852 -0.507 0.474

=====

Which of them is the least stable? Correct choice: B.

=====

A | 11
Properties=species:S:1:pos:R:3:nbo_charge:R:1 method="wB97M-V/def2-TZVPD" gap_ev=10.3 homo_ev=-9.71 lumo_ev=0.63 smiles="O=C(CO)NO"
C -1.203 -0.598 0.150 -0.163
C 0.099 0.279 0.124 0.610
H -2.025 1.226 -0.109 0.476
H -0.959 -1.198 -0.814 0.203
H -1.322 -1.209 1.145 0.227
H 1.565 -1.355 -0.306 0.397
H 2.211 1.119 -0.377 0.490
N 1.265 -0.352 -0.101 -0.370
O -2.323 0.407 0.009 -0.712
O 0.196 1.464 0.075 -0.625
O 2.496 0.217 0.202 -0.532

=====

B | 11
Properties=species:S:1:pos:R:3:nbo_charge:R:1 method="wB97M-V/def2-TZVPD" gap_ev="8.1 / 8.4" homo_ev="-9.46 / -9.47" lumo_ev="-1.31 / -1.10"
C 1.347 1.264 -0.130 -0.696
N -0.676 -0.092 -0.396 -0.454
C 0.550 -0.020 0.123 0.611
O -1.093 -1.869 0.098 -0.064
O -2.121 -1.751 0.979 -0.347
O 1.087 -0.946 0.737 -0.586
H -2.890 -1.680 0.377 0.457
H -0.864 0.407 -1.259 0.385
H 0.765 2.017 -0.659 0.203
H 1.658 1.660 0.837 0.247
H 2.237 1.010 -0.707 0.243

=====

C | 11
Properties=species:S:1:pos:R:3:nbo_charge:R:1 method="wB97M-V/def2-TZVPD" gap_ev="6.7 / 10.3" homo_ev="-6.86 / -9.70" lumo_ev="-0.12 / 0.64"
C 1.450 0.721 -0.180 0.566
C 1.583 -0.691 0.090 -0.781
N -1.511 0.558 -0.609 0.189
O 1.935 1.724 0.115 -0.467
O -1.988 1.169 0.632 -0.621
O -1.443 -0.815 -0.476 -0.571
H 2.540 -0.959 0.482 0.220
H 0.882 -1.165 0.708 0.269
H 1.599 -1.226 -0.822 0.251
H -2.682 1.754 0.432 0.474
H -2.364 -1.071 -0.373 0.472

=====

Which of them is the least stable? Correct choice: C.

=====

A | 7
Properties=species:S:1:pos:R:3:nbo_charge:R:1 method="wB97M-V/def2-TZVPD" gap_ev=8.7 homo_ev=-14.76 lumo_ev=-6.10 charge=+1
C 0.710 0.077 0.138 0.332
N 1.685 0.001 -0.769 -0.589
N -0.545 0.167 0.291 -0.675
S 2.192 0.130 0.971 0.504
H 1.903 -0.809 -1.345 0.444
H -1.271 0.170 -0.409 0.461
H -0.943 0.478 1.727 0.523

=====

B | 7
Properties=species:S:1:pos:R:3:nbo_charge:R:1 method="wB97M-V/def2-TZVPD" gap_ev="8.7 / 8.7" homo_ev="-14.90 / -14.90" lumo_ev="-6.17 / -6.18" charge=+1 smiles=[NH+]#S#CN
C -0.138 -0.698 0.060 0.097
N -1.074 1.299 0.083 -0.936
N 1.130 -0.747 0.160 -0.634
S -1.628 -0.129 0.130 1.137
H -1.429 1.994 -0.719 0.435
H 1.562 -0.640 1.001 0.440
H 1.577 -1.079 -0.715 0.461

=====

Which of them is the least stable? Correct choice: B.

=====

A | 100
Properties=species:S:1:pos:R:3:lowdin_charge:R:1 method="wB97M-V/def2-TZVPD" gap_ev=7.6 homo_ev=-13.04 lumo_ev=-5.46 charge=+2
Zr -0.444 0.693 -1.039 1.819
N -2.377 0.466 -2.448 -0.032
C -2.828 -0.853 -2.981 -0.194
C -1.848 -1.404 -3.997 -0.166
C -0.467 -1.685 -3.436 -0.214
N 0.213 -0.414 -3.043 -0.086
H -3.125 0.859 -1.882 0.109
H -2.273 1.115 -3.230 0.067
H -3.809 -0.742 -3.440 0.130
H -2.925 -1.533 -2.137 0.114
H -1.770 -0.720 -4.850 0.115
H -2.254 -2.334 -4.396 0.133
H 0.138 -2.207 -4.175 0.126
H -0.527 -2.328 -2.557 0.100
H 0.049 0.290 -3.765 0.031
H 1.222 -0.554 -3.051 0.061
C 2.252 1.359 3.893 0.005
O 1.302 0.954 2.880 0.025
C 1.322 1.489 1.690 -0.555
O 0.514 1.046 0.850 -0.173
N 2.165 2.487 1.399 0.066
N 2.122 3.040 0.114 0.091
H 2.049 0.720 4.743 0.108
H 2.090 2.400 4.172 0.107
H 3.270 1.185 3.546 0.102
H 2.765 2.876 2.107 0.151
H 3.065 3.194 -0.217 0.103
H 1.594 3.906 0.120 0.105
C -1.456 3.657 2.280 0.003
C -1.809 4.108 0.895 -0.297
C -2.785 5.123 0.745 0.014
C -3.166 5.530 -0.496 0.002
C -2.584 4.917 -1.630 -0.173
C -2.937 5.213 -2.974 -0.612
Br -4.220 6.540 -3.346 0.857
C -2.373 4.534 -4.012 -0.150
C -1.421 3.530 -3.754 -0.595
Br -0.697 2.546 -5.195 0.875
C -1.019 3.236 -2.476 -0.385
O -0.124 2.262 -2.206 -0.332
C -1.613 3.928 -1.382 -0.154
N -1.221 3.541 -0.137 0.138
H -1.223 4.511 2.916 0.097
H -0.611 2.976 2.268 0.052
H -2.307 3.142 2.733 0.089
H -3.224 5.565 1.631 0.129
H -3.912 6.301 -0.629 0.092
H -2.655 4.754 -5.033 0.108
O -1.540 -1.089 -0.126 -0.143
C -2.233 -0.294 0.580 -0.557
O -2.233 0.937 0.246 -0.119
C -2.924 -0.740 1.800 -0.089
C -2.684 -2.019 2.279 0.088
C -3.236 -2.385 3.486 -0.088
C -4.049 -1.542 4.219 0.119
C -4.272 -0.280 3.701 -0.087
C -3.720 0.146 2.512 0.091
N -5.104 0.674 4.473 -0.344
O -5.607 0.264 5.490 0.127
O -5.185 1.803 4.037 0.093
N -2.901 -3.718 4.032 -0.340
O -3.458 -4.057 5.047 0.132
O -2.097 -4.379 3.403 0.081
H -2.065 -2.712 1.731 0.124
H -4.479 -1.846 5.162 0.145
H -3.907 1.150 2.159 0.132
C 2.512 -2.659 4.327 -0.058
C 1.357 -3.088 3.685 -0.055
C 1.158 -2.783 2.346 -0.125
C 2.117 -2.061 1.638 -0.365
C 3.274 -1.635 2.285 -0.133
C 3.469 -1.935 3.628 -0.080
Sb 1.754 -1.580 -0.382 1.594
C 3.507 -0.620 -1.063 -0.396
C 4.769 -1.214 -1.012 -0.119
C 5.870 -0.560 -1.546 -0.053
C 5.720 0.683 -2.151 -0.055
C 4.467 1.275 -2.221 -0.076
C 3.366 0.622 -1.677 -0.176
C 1.894 -3.404 -1.442 -0.385
C 2.557 -3.439 -2.667 -0.144
C 2.579 -4.612 -3.411 -0.066
C 1.940 -5.750 -2.935 -0.058
C 1.282 -5.717 -1.713 -0.061
C 1.254 -4.546 -0.968 -0.119
H 2.674 -2.905 5.369 0.116
H 0.615 -3.671 4.217 0.109
H 0.252 -3.132 1.863 0.080
H 4.036 -1.083 1.747 0.094
H 4.380 -1.621 4.123 0.116
H 4.898 -2.193 -0.564 0.115
H 6.846 -1.025 -1.502 0.118
H 6.580 1.182 -2.578 0.117
H 4.341 2.234 -2.712 0.113
H 2.399 1.122 -1.731 0.051
H 3.089 -2.568 -3.037 0.096
H 3.107 -4.640 -4.356 0.114
H 1.964 -6.665 -3.512 0.116
H 0.795 -6.607 -1.334 0.116
H 0.743 -4.543 -0.010 0.092

=====

B | 100
Properties=species:S:1:pos:R:3:lowdin_charge:R:1 method="wB97M-V/def2-TZVPD" gap_ev=7.4 homo_ev=-13.15 lumo_ev=-5.72 charge=+2
Zr -0.114 0.567 0.721 1.770
N -0.203 -0.404 2.833 -0.075
C 0.916 -0.084 3.770 -0.214
C 0.763 1.314 4.345 -0.158
C 0.904 2.431 3.326 -0.189
N -0.144 2.341 2.271 -0.042
H -1.093 -0.093 3.239 0.081
H -0.267 -1.413 2.726 0.081
H 1.857 -0.174 3.223 0.094
H 0.922 -0.808 4.586 0.129
H 1.531 1.456 5.105 0.134
H -0.200 1.395 4.861 0.129
H 1.879 2.380 2.841 0.101
H 0.827 3.392 3.834 0.133
H -0.103 3.194 1.714 0.110
H -1.065 2.341 2.717 0.081
C -1.099 -0.170 -3.914 0.038
O -1.862 -0.922 -2.940 0.040
C -1.468 -0.893 -1.705 -0.570
O -0.517 -0.194 -1.288 -0.162
N -2.193 -1.657 -0.881 0.079
N -1.784 -1.752 0.454 0.051
H -1.637 -0.289 -4.847 0.115
H -0.097 -0.587 -3.992 0.093
H -1.055 0.878 -3.629 0.090
H -2.865 -2.304 -1.272 0.186
H -1.428 -2.694 0.609 0.082
H -2.593 -1.596 1.049 0.117
C -1.886 2.872 -1.672 -0.015
C -0.429 3.193 -1.531 -0.276
C 0.088 4.276 -2.269 0.014
C 1.401 4.636 -2.167 0.021
C 2.254 3.905 -1.317 -0.176
C 3.637 4.155 -1.119 -0.608
Br 4.482 5.560 -2.051 0.856
C 4.372 3.390 -0.259 -0.134
C 3.775 2.321 0.430 -0.588
Br 4.777 1.258 1.610 0.862
C 2.451 2.022 0.241 -0.410
O 1.825 0.980 0.790 -0.389
C 1.674 2.835 -0.615 -0.149
N 0.343 2.485 -0.710 0.067
H -2.230 3.117 -2.675 0.101
H -2.470 3.479 -0.975 0.108
H -2.096 1.831 -1.456 0.037
H -0.582 4.821 -2.919 0.129
H 1.791 5.473 -2.731 0.099
H 5.422 3.597 -0.109 0.112
O -2.748 1.175 2.888 0.044
C -3.050 1.226 1.701 -0.536
O -2.181 1.001 0.745 -0.237
C -4.437 1.528 1.257 -0.095
C -5.388 1.944 2.183 0.096
C -6.667 2.216 1.743 -0.086
C -7.045 2.082 0.420 0.115
C -6.079 1.658 -0.471 -0.095
C -4.787 1.382 -0.078 0.063
N -6.424 1.492 -1.898 -0.344
O -7.546 1.773 -2.236 0.134
O -5.537 1.094 -2.634 0.073
N -7.677 2.669 2.729 -0.345
O -8.793 2.871 2.311 0.121
O -7.297 2.813 3.869 0.109
H -5.139 2.057 3.229 0.140
H -8.055 2.299 0.101 0.145
H -4.073 1.049 -0.815 0.108
C 4.333 -5.309 2.703 -0.056
C 3.779 -4.201 3.327 -0.069
C 3.043 -3.287 2.586 -0.136
C 2.859 -3.479 1.219 -0.397
C 3.415 -4.596 0.599 -0.125
C 4.152 -5.508 1.340 -0.058
Sb 1.746 -2.077 0.095 1.572
C 0.672 -3.382 -1.195 -0.394
C 0.584 -3.159 -2.565 -0.128
C -0.261 -3.941 -3.346 -0.063
C -1.019 -4.946 -2.763 -0.061
C -0.913 -5.194 -1.398 -0.068
C -0.068 -4.415 -0.618 -0.162
C 3.190 -1.200 -1.186 -0.365
C 4.538 -1.524 -1.084 -0.115
C 5.473 -0.860 -1.870 -0.060
C 5.066 0.126 -2.757 -0.059
C 3.720 0.452 -2.864 -0.072
C 2.784 -0.205 -2.077 -0.157
H 4.907 -6.022 3.280 0.116
H 3.920 -4.050 4.389 0.112
H 2.622 -2.417 3.080 0.070
H 3.269 -4.760 -0.463 0.108
H 4.582 -6.373 0.855 0.116
H 1.198 -2.395 -3.030 0.094
H -0.314 -3.776 -4.415 0.117
H -1.669 -5.559 -3.373 0.115
H -1.468 -6.008 -0.950 0.114
H 0.048 -4.647 0.439 0.103
H 4.868 -2.286 -0.389 0.098
H 6.520 -1.117 -1.786 0.116
H 5.796 0.640 -3.368 0.115
H 3.401 1.220 -3.558 0.112
H 1.736 0.068 -2.157 0.074

=====

Which of them is the least stable? Correct choice: A.